No. 1
C3H5NO3 | the ωB97M-V functional and the def2-TZVPD basis

Last column: Mulliken charge in e.
Cartesian coordinates (Å):
O1 -0.8905 0.0985 1.9215  -0.481
O2 -2.5888 0.5824 0.5612  -0.502
O3 1.2564 0.5840 -1.8853  -0.541
N1 -0.4811 0.5533 -0.4032  -0.168
C1 0.7972 0.1699 -0.8483  0.599
C2 -1.1913 0.3373 0.7776  0.629
C3 1.6041 -0.6901 0.1211  -0.996
H1 -1.1370 0.9434 -1.0907  0.229
H2 1.7288 -0.0946 1.0303  0.281
H3 -2.7662 0.2065 -0.3170  0.301
H4 1.1375 -1.6336 0.4123  0.333
H5 2.5307 -1.0572 -0.2795  0.316

Output
- SMILES string = CC(=O)NC(=O)O
- Kohn-Sham gap (Ha) = 0.40980
- E_LUMO (eV) = 0.279
- 2S+1 = 1

=====

No. 2
C9H32ClN4O6 | the ωB97M-V functional and the def2-TZVPD basis

Last column: Mulliken charge in e.
Cartesian coordinates (Å):
Cl1 -0.0932 -0.1611 0.0750  -0.944
O1 2.4668 -1.5103 -2.1139  -0.697
O2 1.3048 -3.8810 2.5245  -0.316
O3 0.1477 -1.1418 3.2894  -0.633
O4 -0.0055 -1.6090 -3.6945  -0.631
O5 -0.0028 5.1576 0.1129  -0.365
O6 0.3285 1.5418 2.9540  -0.639
N1 -1.3430 2.8324 -1.3095  -0.454
N2 -0.5571 0.5203 -3.0751  -0.065
N3 -1.2024 -3.7101 1.0757  -0.752
N4 -0.8951 -0.2076 -5.2517  -0.481
C1 1.2361 5.2447 0.7902  -0.709
C2 -0.4994 -0.5091 -3.9661  0.504
C3 0.0377 -3.8340 -1.0127  -1.201
C4 1.3079 -3.6595 1.1414  -0.620
C5 2.5552 -3.7712 3.1001  -0.790
C6 -1.9063 3.7210 -0.2733  0.114
C7 0.0492 -4.2041 0.4722  0.422
C8 -2.9972 2.9563 0.4807  -1.380
C9 -0.8937 4.2367 0.7255  0.166
H1 0.2114 -0.2720 3.6995  0.355
H2 1.1132 5.4768 1.8475  0.302
H3 -0.3538 3.4235 1.2271  -0.285
H4 -1.1401 1.2879 -3.3561  0.212
H5 -1.4174 4.7540 1.5459  0.291
H6 1.8076 6.0488 0.3170  0.264
H7 1.6930 -1.3117 -2.6703  0.331
H8 1.8192 4.3546 0.5323  0.275
H9 -2.6019 2.0207 0.8770  0.280
H10 3.0381 -2.8030 2.9046  0.282
H11 -1.5056 0.5491 -5.4758  0.190
H12 2.4770 -3.8374 4.1874  0.278
H13 2.1614 -1.3359 -1.2122  0.293
H14 -0.8463 -1.0474 -5.8101  0.256
H15 1.0698 -3.9908 -1.3665  0.335
H16 -1.9909 -4.0153 0.5179  0.287
H17 -3.4213 3.5922 1.2531  0.414
H18 -2.2598 4.5912 -0.8330  0.350
H19 0.4206 1.4891 1.9849  0.205
H20 1.0744 2.0768 3.2490  0.285
H21 0.1388 -0.9414 2.3359  0.233
H22 2.1546 -4.1863 0.6876  0.533
H23 -1.0143 1.9750 -0.8450  0.150
H24 -0.6874 -4.2949 -1.6786  0.414
H25 0.1372 -5.2828 0.6566  0.259
H26 -3.7167 2.6625 -0.2876  0.374
H27 3.2505 -4.5682 2.7921  0.333
H28 -0.4636 3.2527 -1.6155  0.305
H29 1.3768 -2.5857 0.9255  0.130
H30 -0.4134 0.3759 -2.0748  0.081
H31 -0.0338 -2.7549 -1.2032  0.193
H32 -1.1151 -2.7153 0.8435  0.266

Output
- total charge = -1
- Kohn-Sham gap (Ha) = 0.31331
- E_LUMO (eV) = 2.776
- 2S+1 = 1

=====

No. 3
C34H69N5NaO5SSb | the ωB97M-V functional and the def2-TZVPD basis

Last column: Mulliken charge in e.
Cartesian coordinates (Å):
Sb1 2.1364 -1.8521 1.6699  1.371
S1 -2.4740 1.8793 -0.9817  -0.429
Na1 1.3823 0.6701 -1.7498  1.096
O1 0.9002 0.5905 -3.8160  -0.555
O2 3.5972 3.1258 -2.8042  -0.373
O3 1.0962 3.8105 -1.7951  0.324
O4 3.2900 1.0742 -0.8420  0.633
O5 1.2548 3.3526 1.1463  -0.556
N1 -3.8477 -2.8643 -0.2878  -0.897
N2 -3.3660 0.0725 0.7531  0.157
N3 0.1181 -1.0021 -1.3609  -0.647
N4 -4.2897 -0.0915 -1.3076  -0.202
N5 -1.9328 -2.3089 -1.7566  -0.819
C1 0.7787 -4.3027 0.4934  -2.006
C2 0.6983 -3.5329 1.8177  2.199
C3 -0.5123 -0.9262 -4.9615  -1.334
C4 -2.4601 0.5656 1.7866  -0.608
C5 -0.6846 -2.8865 1.9328  -1.608
C6 -5.8994 2.7745 -3.1182  -0.957
C7 -2.9202 0.1145 3.1720  -0.456
C8 3.0494 2.2255 -0.0060  -0.661
C9 5.1012 -1.6665 1.1686  -2.110
C10 -4.4026 0.0716 -2.7515  -0.321
C11 0.1837 3.9673 0.4382  0.043
C12 1.6731 2.1036 0.6369  1.077
C13 1.6897 4.5060 -2.8815  -0.818
C14 0.8907 -4.5045 2.9811  -1.815
C15 4.0824 -2.8078 1.2155  1.672
C16 -0.8701 -1.6148 -1.4796  0.579
C17 4.1170 1.8279 -3.0209  -0.626
C18 3.3114 0.0033 3.7998  -1.700
C19 0.6145 4.7085 -0.7999  -0.934
C20 2.5585 3.5654 -3.6668  -0.104
C21 -2.9181 -2.6109 -0.9451  0.785
C22 2.3398 -1.1821 3.7877  1.860
C23 -5.8591 0.2206 -3.1864  -1.065
C24 3.9510 -3.3848 -0.2007  -1.854
C25 0.9513 -0.6749 4.1826  -2.038
C26 -3.4188 0.5576 -0.5031  -0.184
C27 4.5630 -3.8992 2.1663  -1.578
C28 4.4476 1.2203 -1.6740  -0.987
C29 2.8170 -2.2026 4.8212  -1.665
C30 -6.5415 1.4727 -2.6359  -0.321
C31 -0.1820 0.4018 -4.3528  0.836
C32 -4.0410 0.9505 3.7967  -0.625
C33 -5.3719 0.9419 3.0418  -1.062
C34 -1.2165 1.4831 -4.4163  -0.668
H1 3.8544 -2.4928 4.6568  0.301
H2 3.8228 2.2806 0.7654  0.431
H3 0.8552 -3.6431 -0.3764  0.325
H4 -3.8268 0.9509 -3.0242  0.047
H5 -0.8427 -2.1271 1.1645  -0.288
H6 -1.4464 0.2076 1.5898  0.118
H7 5.5020 -4.3292 1.7854  0.472
H8 4.7625 -3.5186 3.1671  0.255
H9 0.9196 4.9276 -3.5369  0.343
H10 2.9674 4.0951 -4.5345  0.388
H11 -1.5567 1.6956 -3.3985  -0.309
H12 -6.4968 3.6377 -2.8153  0.371
H13 5.0282 1.8677 -3.6267  0.460
H14 -6.5212 1.4388 -1.5436  0.210
H15 1.4050 5.4220 -0.5413  0.409
H16 -3.6909 1.9834 3.8905  0.303
H17 3.0355 0.7822 3.0815  0.088
H18 -0.5806 3.2296 0.1882  -0.261
H19 4.8600 0.2222 -1.8267  0.381
H20 5.3023 -1.2495 2.1565  0.263
H21 3.3126 0.4621 4.7988  0.486
H22 0.2504 -1.4998 4.3305  0.309
H23 0.9353 1.7251 -0.0812  0.063
H24 2.7614 -1.7511 5.8231  0.448
H25 -2.0752 1.2045 -5.0260  0.380
H26 3.8434 -4.7162 2.2485  0.235
H27 0.6807 -4.0313 3.9409  0.349
H28 1.6314 -4.9859 0.4833  0.397
H29 -0.2491 4.6973 1.1205  0.483
H30 -4.8979 2.9056 -2.6998  0.148
H31 1.0146 -0.1238 5.1318  0.596
H32 5.1950 1.8318 -1.1635  0.524
H33 -2.0553 0.1516 3.8333  -0.122
H34 -1.4634 -3.6488 1.8091  0.691
H35 6.0550 -2.0403 0.7700  0.502
H36 4.9496 -3.6396 -0.5848  0.527
H37 1.9652 2.7174 -4.0183  -0.074
H38 -4.2096 0.5793 4.8105  0.408
H39 3.3879 1.2002 -3.5478  0.240
H40 1.7067 1.3900 1.4563  -0.981
H41 -0.8373 -2.4159 2.9048  0.111
H42 2.3049 5.3275 -2.5028  0.422
H43 3.0790 3.1352 -0.5967  0.365
H44 -5.7566 -0.0781 2.9362  0.270
H45 -5.8225 2.7887 -4.2112  0.281
H46 4.3354 -0.3043 3.5825  0.392
H47 -5.8888 0.2406 -4.2818  0.414
H48 -1.2748 -1.4080 -4.3337  0.259
H49 0.5252 0.0010 3.4315  0.194
H50 -0.1280 -4.9099 0.3706  0.541
H51 4.7609 -0.8487 0.5224  0.313
H52 -0.2467 5.2695 -1.1837  0.408
H53 -2.4339 1.6518 1.7267  0.473
H54 -4.6234 -0.9779 -0.9499  0.614
H55 1.8956 -4.9282 3.0183  0.224
H56 -3.2320 -0.9360 3.1172  0.410
H57 3.4974 -2.6691 -0.8968  0.217
H58 -7.5914 1.4540 -2.9373  0.360
H59 -6.4138 -0.6678 -2.8661  0.386
H60 2.2114 -3.1064 4.8378  0.159
H61 -3.6988 -0.8772 0.8750  0.560
H62 -5.2707 1.3673 2.0418  0.154
H63 -0.9344 -0.7949 -5.9594  0.430
H64 0.1831 -5.3393 2.8717  0.464
H65 -6.1206 1.5281 3.5802  0.404
H66 -3.9534 -0.7956 -3.2449  0.194
H67 3.3507 -4.2941 -0.2209  0.301
H68 -0.7620 2.4000 -4.8001  0.417
H69 0.3690 -1.5633 -4.9941  0.295

Output
- Kohn-Sham gap (Ha) = 0.28244
- E_LUMO (eV) = 0.024
- 2S+1 = 1

=====

No. 4
C42H63ClInN4OP2Si4 | the ωB97M-V functional and the def2-TZVPD basis

Last column: Mulliken charge in e.
Cartesian coordinates (Å):
In1 -0.2362 -0.5949 -0.5212  1.463
Cl1 2.4012 -1.6145 -0.0306  -0.104
P1 -2.2606 1.6035 0.0303  1.364
P2 0.9159 2.4731 -0.2918  1.534
Si1 0.3804 -4.7332 -0.8104  0.427
Si2 2.8114 -4.0359 2.2413  0.708
Si3 2.4887 -3.8280 -0.1176  -0.631
Si4 4.0584 -3.8884 -1.9272  0.485
O1 -2.6461 -1.6602 0.1258  -0.168
N1 -4.6715 -1.9470 1.0603  -0.438
N2 -4.2149 -2.7919 -1.0285  -0.325
N3 -1.2856 3.9965 0.4668  1.141
N4 0.2843 0.0854 2.0909  -0.371
C1 -3.7914 -2.0925 0.0449  0.345
C2 -3.4376 1.0361 -1.2375  0.440
C3 -3.0704 7.2514 0.7520  -0.935
C4 -4.1785 2.9080 1.7422  -0.250
C5 -3.6590 0.2470 -3.5047  -0.911
C6 -2.9252 7.5005 2.1059  -0.512
C7 2.5062 2.5060 0.6153  0.364
C8 4.5581 -5.6393 -2.5026  -1.145
C9 -4.8408 1.9205 3.8349  -0.728
C10 2.2965 4.1429 -2.1127  -0.223
C11 -1.8357 5.1984 0.9881  -0.506
C12 0.1365 4.1136 0.2084  -1.801
C13 -2.8894 0.7806 -2.4908  -0.457
C14 -1.0600 -4.8386 0.4452  -0.622
C15 -4.7813 0.7646 -1.0131  -0.546
C16 2.7144 4.5143 -3.3761  -0.945
C17 3.2201 -3.0398 -3.4309  -0.953
C18 5.6293 -2.9089 -1.4526  -0.984
C19 4.1819 -2.8886 2.9185  -1.019
C20 -3.2793 0.7878 2.4152  -1.219
C21 -3.3503 1.8234 1.4824  0.206
C22 4.8675 2.0104 0.6481  -0.693
C23 1.2408 2.1992 -3.0449  0.118
C24 -0.4642 -3.8715 -2.3037  -0.289
C25 3.6733 2.1183 -0.0398  -0.656
C26 -1.6790 5.4635 2.3452  -0.094
C27 -2.2227 6.6072 2.8997  -0.822
C28 2.5546 2.7436 1.9860  -0.409
C29 -2.0376 3.3508 -0.5874  -2.084
C30 1.6623 2.5704 -4.3108  -0.906
C31 -4.9094 2.9552 2.9165  -0.840
C32 -4.0266 0.8274 3.5799  -0.962
C33 0.8889 -6.5155 -1.2863  -1.184
C34 2.3915 3.7350 -4.4769  -0.526
C35 3.7507 2.6304 2.6742  -0.725
C36 4.9111 2.2698 2.0084  -0.718
C37 -5.5556 0.2388 -2.0345  -0.732
C38 3.1511 -5.8244 2.8073  -1.208
C39 -2.5211 6.1119 0.1921  0.108
C40 -4.9957 -0.0378 -3.2721  -0.628
C41 1.5381 2.9865 -1.9399  -0.195
C42 1.1480 -3.5005 3.0418  -0.593
H1 1.4288 1.9510 -5.1653  0.484
H2 6.3608 -2.8986 -2.2542  0.428
H3 -0.7673 -5.2891 1.3847  0.352
H4 5.2550 -5.5972 -3.3346  0.379
H5 3.9333 -2.8219 -4.2209  0.450
H6 -5.4108 1.9691 4.7506  0.403
H7 -0.0622 -0.5423 2.8067  0.250
H8 6.1021 -3.3379 -0.5760  0.333
H9 5.3773 -1.8808 -1.2186  0.174
H10 -1.0332 -3.0204 -1.9346  -0.509
H11 -5.1588 -3.1205 -1.1198  0.184
H12 1.2918 -3.0293 4.0092  0.506
H13 1.6548 3.0190 2.5245  0.301
H14 -4.2553 3.7210 1.0366  0.515
H15 1.2877 0.1634 2.2137  0.130
H16 -1.1409 4.7592 2.9636  0.385
H17 2.7597 -2.0987 -3.1431  0.158
H18 3.3016 5.4114 -3.5032  0.443
H19 3.6993 -6.2104 -2.8368  0.308
H20 0.6233 -2.7988 2.3998  -0.337
H21 -1.1554 -4.5382 -2.8134  0.513
H22 5.8408 2.1748 2.5506  0.409
H23 0.2453 -3.5115 -3.0393  0.144
H24 0.6209 4.4816 1.1157  0.665
H25 -4.4110 -1.3181 1.8014  0.107
H26 -2.6215 -0.0476 2.2092  1.207
H27 -1.8460 1.0188 -2.6642  0.365
H28 2.5734 4.7433 -1.2569  0.434
H29 -2.1052 6.7997 3.9563  0.419
H30 4.1359 -6.1655 2.5113  0.340
H31 -5.5938 -0.4654 -4.0611  0.419
H32 -3.3457 8.3965 2.5359  0.429
H33 5.0370 -6.2015 -1.7096  0.331
H34 0.6817 1.2795 -2.9064  0.186
H35 0.0486 -7.1971 -1.3523  0.399
H36 -1.4569 -3.8477 0.6520  -0.155
H37 2.7172 4.0341 -5.4616  0.408
H38 5.1619 -3.1659 2.5473  0.345
H39 -3.5670 -2.9386 -1.7818  0.166
H40 -5.5424 3.8071 3.1143  0.490
H41 -6.6049 0.0426 -1.8662  0.475
H42 -2.6189 5.9379 -0.8708  0.474
H43 4.2245 -2.9268 4.0028  0.416
H44 4.0115 -1.8559 2.6348  0.155
H45 3.0906 -5.9063 3.8879  0.381
H46 -3.6050 7.9468 0.1204  0.424
H47 0.4970 -4.3551 3.1918  0.385
H48 2.4237 -6.5127 2.3902  0.334
H49 1.3853 -6.5283 -2.2489  0.286
H50 3.6508 1.8970 -1.0964  0.479
H51 -5.2227 0.9713 -0.0480  0.363
H52 1.5854 -6.9265 -0.5629  0.333
H53 3.7836 2.8314 3.7359  0.471
H54 -0.1286 0.9976 2.2581  0.069
H55 -3.9705 0.0163 4.2946  0.521
H56 -1.8772 -5.4364 0.0444  0.433
H57 -3.0105 3.8184 -0.7431  1.003
H58 -3.2227 0.0494 -4.4730  0.494
H59 2.4489 -3.6697 -3.8640  0.290
H60 5.7694 1.7309 0.1215  0.468
H61 0.3288 4.8406 -0.5991  0.544
H62 -5.6348 -2.2196 0.9819  0.211
H63 -1.5026 3.3471 -1.5467  0.385

Output
- total charge = +1
- Kohn-Sham gap (Ha) = 0.30170
- E_LUMO (eV) = -1.813
- 2S+1 = 1